1.
DFT (wB97M-V/def2-TZVPD) results for a cluster of 2 separate species, C5H11ClSi in total in a non-equilibrium geometry.

Summary:
Orbital gap (alpha / beta)   7.568 / 7.569 eV
Charge   0
Maximum force   4.2 eV/Å
HOMO energy (alpha / beta)   -7.22 / -7.22 eV

The geometry in XYZ format:
```
18
Properties=species:S:1:pos:R:3:lowdin_charge:R:1
Si 1.59 -0.28 0.34 0.33
H -3.24 -1.23 0.44 0.10
H 0.54 1.12 -1.40 0.00
C -2.34 -0.67 0.18 -0.22
Cl 2.81 -1.92 0.25 0.27
C 1.60 1.03 -1.11 -0.22
H -1.25 -2.32 -0.75 0.05
C -1.20 -1.28 -0.49 -0.22
H 1.90 2.07 -0.79 0.05
H -2.04 -0.05 0.97 0.05
C -1.96 -0.36 -1.25 -0.25
H 0.26 0.63 2.02 0.02
H 2.11 0.68 -1.97 0.00
H -2.66 -0.76 -2.06 0.12
H 1.16 -0.72 2.64 0.05
C 1.30 0.26 2.05 -0.29
H -1.62 0.66 -1.48 0.08
H 2.18 0.94 2.49 0.09
```

***

2.
DFT (wB97M-V/def2-TZVPD) results for an isolated molecule of C5H11ClSi in a non-equilibrium geometry.

Summary:
Orbital gap   10.749 eV
SMILES   C=C[Si@@](C)(Cl)CC
Charge   0
Maximum force   5.0 eV/Å
HOMO energy   -9.85 eV

The geometry in XYZ format:
```
18
Properties=species:S:1:pos:R:3:lowdin_charge:R:1
H -1.72 -0.94 0.09 0.06
C 0.59 0.18 -2.06 -0.20
C -0.14 2.49 0.38 -0.10
Si 0.97 -0.11 -0.19 0.23
H -0.02 2.76 -0.70 0.06
H 0.21 -2.45 -0.30 0.07
C 0.13 -1.69 0.52 -0.33
H 0.60 -2.27 1.27 0.05
H 0.04 1.24 1.94 0.02
H -1.35 -0.71 1.74 0.03
H 0.56 -0.83 -2.53 0.04
H -0.40 0.66 -2.21 0.03
H 1.12 0.94 -2.56 0.00
Cl 2.96 -0.23 0.22 0.31
H -0.71 3.15 1.08 0.07
C -1.32 -1.39 0.96 -0.15
C 0.27 1.39 0.95 -0.25
H -1.78 -2.21 1.42 0.06
```

***

3.
DFT (wB97M-V/def2-TZVPD) results for a cluster of 2 separate species, C5H11ClSi in total.

Summary:
Spin multiplicity   3
Expectation value of S²   2.004
Orbital gap (alpha / beta)   8.139 / 9.850 eV
Charge   0
Maximum force   0.9 eV/Å
HOMO energy (alpha / beta)   -7.16 / -10.65 eV

The geometry in XYZ format:
```
18
Properties=species:S:1:pos:R:3:mulliken_spin:R:1
H -1.67 -3.56 -1.08 0.02
H 1.27 0.24 3.19 -0.01
H -1.53 -2.29 0.18 0.03
H 0.59 1.86 3.06 0.02
H 0.55 -2.51 -2.14 0.03
C -1.34 -2.56 -0.84 -0.02
C 0.65 0.89 2.57 0.06
C 0.67 2.44 -0.24 0.06
H 1.19 2.51 -1.19 -0.01
H -0.35 0.47 2.54 -0.01
H -1.90 -1.68 -2.85 0.03
C -1.47 -1.46 -1.88 -0.02
C -0.16 -2.00 -1.51 0.89
H 0.77 3.40 0.27 0.02
H -0.38 2.27 -0.44 -0.01
H -1.75 -0.48 -1.51 0.03
Cl 3.43 1.39 1.04 0.05
Si 1.41 1.06 0.83 0.81
```

***

4.
DFT (wB97M-V/def2-TZVPD) results for an isolated molecule of C5H11F in a non-equilibrium geometry.

Summary:
Orbital gap   11.992 eV
SMILES   CC(C)CCF
Charge   0
Maximum force   6.3 eV/Å
HOMO energy   -10.93 eV

The geometry in XYZ format:
```
17
Properties=species:S:1:pos:R:3:lowdin_charge:R:1
C 1.47 0.91 -0.59 -0.08
H 1.57 1.57 0.30 0.10
H 0.91 -0.28 1.66 0.12
H -0.66 0.98 -0.44 0.13
C -0.21 -0.76 -1.67 -0.07
H 0.49 -0.69 -2.53 0.08
H -1.87 0.37 0.73 0.11
H 2.27 0.17 -0.53 0.10
H -0.26 -1.85 -1.29 0.09
C -1.20 0.17 1.57 -0.25
C 0.18 0.15 -0.48 -0.44
H -0.10 -1.58 0.94 0.11
H -0.84 1.03 2.13 0.12
H -1.26 -0.55 -1.93 0.07
H 1.32 1.39 -1.43 0.01
C 0.03 -0.49 0.98 -0.15
F -1.82 -0.54 2.57 -0.05
```

***

5.
DFT (wB97M-V/def2-TZVPD) results for a cluster of 2 separate species, C5H11F2NOS in total in a non-equilibrium geometry.

Summary:
Orbital gap   9.108 eV
SMILES   C=[S@@H](=N)O.C=CC(C)(F)F
Charge   0
Maximum force   4.6 eV/Å
HOMO energy   -8.79 eV

The geometry in XYZ format:
```
21
Properties=species:S:1:pos:R:3:lowdin_charge:R:1
H 1.90 1.01 1.18 0.05
H -1.14 2.41 3.23 0.07
C 0.00 1.59 0.76 -0.10
F -2.28 2.42 0.28 0.02
C 0.19 -3.93 -1.61 -0.26
H 1.20 -1.27 -0.46 -0.03
H 0.00 -4.53 -2.51 0.02
H -0.39 -1.94 -2.77 0.08
O 1.72 -2.58 -3.53 -0.25
N 1.69 -1.51 -1.27 -0.25
S 0.91 -2.47 -2.14 0.70
H -2.76 2.36 2.77 0.08
H 0.77 -4.13 -0.80 -0.06
H 1.84 -1.74 -3.93 0.04
H -1.83 0.85 2.24 0.12
H 1.22 2.53 2.31 0.14
F -1.02 3.85 1.22 0.02
C -1.78 1.95 2.51 0.01
C 1.09 1.66 1.49 0.03
C -1.20 2.46 1.16 -0.53
H -0.14 1.01 -0.12 0.09
```

***

6.
DFT (wB97M-V/def2-TZVPD) results for a cluster of 2 separate species, C5H11FNO6P in total in a non-equilibrium geometry.

Summary:
Orbital gap   10.866 eV
SMILES   O=[PH2]N(F)C(=O)O.CCOC(=O)OC
Charge   0
Maximum force   1.3 eV/Å
HOMO energy   -10.70 eV

The geometry in XYZ format:
```
25
Properties=species:S:1:pos:R:3:lowdin_charge:R:1
F 2.70 -1.51 0.71 -0.08
H 0.27 1.94 0.60 0.08
P 3.29 -3.84 1.52 0.74
O 4.01 -4.09 2.76 -0.38
N 2.18 -2.45 1.62 -0.08
H 2.46 -4.91 1.14 0.03
H -3.19 4.64 -0.39 0.10
C -0.29 0.78 -1.14 -0.20
H -0.32 -0.27 -1.43 0.11
H 0.36 1.30 -1.84 0.13
O -1.64 1.25 -1.28 0.04
C -1.78 2.57 -1.30 -0.62
O 0.38 -2.36 0.13 0.14
O 0.30 -3.65 1.99 0.11
H 4.09 -3.51 0.43 0.04
C -3.39 4.24 -1.38 -0.04
H -0.47 0.38 0.97 0.08
H -0.01 -4.39 1.47 0.12
C 0.88 -2.79 1.13 -0.62
O -0.90 3.38 -1.23 0.12
O -3.08 2.84 -1.41 0.01
H 1.20 0.45 0.37 0.06
H -4.45 4.32 -1.59 0.09
H -2.82 4.78 -2.12 0.09
C 0.21 0.89 0.28 -0.07
```

***

7.
DFT (wB97M-V/def2-TZVPD) results for an isolated molecule of C5H11FO in a non-equilibrium geometry.

Summary:
Orbital gap   11.086 eV
SMILES   CCOC(C)(C)F
Charge   0
Maximum force   4.0 eV/Å
HOMO energy   -10.08 eV

The geometry in XYZ format:
```
18
Properties=species:S:1:pos:R:3:lowdin_charge:R:1
H 0.84 -0.97 -2.49 0.08
C -2.27 -0.86 0.96 -0.07
H -0.27 -2.06 1.09 0.15
H 0.61 1.94 -0.40 0.12
H 0.74 0.76 -2.51 0.10
H -0.13 -0.40 1.46 0.11
C -0.80 -1.06 0.84 -0.25
H -2.48 -1.04 1.93 0.02
C 1.25 -0.09 -2.04 -0.02
C 1.32 1.14 0.09 -0.03
C 0.94 -0.18 -0.58 -0.60
H -2.53 0.17 0.58 0.11
H 2.32 1.49 -0.27 0.08
F 1.80 -1.13 0.03 -0.01
H -2.89 -1.66 0.42 0.11
H 2.36 -0.04 -2.25 0.11
H 1.37 1.31 1.23 0.11
O -0.44 -0.59 -0.50 -0.10
```

***

8.
DFT (wB97M-V/def2-TZVPD) results for an isolated molecule of C5H11FO2 in a non-equilibrium geometry.

Summary:
Orbital gap   11.287 eV
SMILES   CC(C)[C@H](F)C(O)O
Charge   0
Maximum force   2.4 eV/Å
HOMO energy   -10.47 eV

The geometry in XYZ format:
```
19
Properties=species:S:1:pos:R:3:lowdin_charge:R:1
C -0.85 -0.12 -0.43 -0.38
C -1.80 1.09 -0.56 -0.08
H -2.56 -1.03 0.31 0.08
H -1.31 -2.25 -0.03 0.06
H 3.29 -0.22 1.56 0.08
F 0.76 1.51 -0.63 -0.04
H -0.65 -0.32 -1.55 0.16
O 2.36 -0.07 1.47 -0.01
C 0.46 0.43 0.19 -0.23
H -2.86 0.98 -0.79 0.09
H 1.53 -1.58 0.29 0.18
H 2.83 0.65 -1.11 0.12
H -1.70 1.61 0.36 0.06
C 1.79 -0.46 0.21 -0.38
H -1.21 -1.20 1.42 0.09
H -1.28 1.62 -1.32 0.06
C -1.47 -1.26 0.34 -0.07
H 0.16 0.89 1.20 0.17
O 2.53 -0.26 -0.93 0.02
```

***

9.
DFT (wB97M-V/def2-TZVPD) results for a cluster of 2 separate species, C5H11FS in total in a non-equilibrium geometry.

Summary:
Orbital gap   8.606 eV
SMILES   C=C(C)CC.FS
Charge   0
Maximum force   3.3 eV/Å
HOMO energy   -9.14 eV

The geometry in XYZ format:
```
18
Properties=species:S:1:pos:R:3:lowdin_charge:R:1
C 0.15 0.44 -0.33 -0.37
C -2.18 -0.98 -0.18 -0.08
H 0.69 2.34 0.44 0.03
H 1.88 0.21 0.91 0.06
H -1.99 -1.41 0.76 0.05
C 1.33 -0.25 0.11 -0.11
H 4.73 1.44 0.09 -0.10
C 0.01 1.75 -0.07 0.04
H -2.89 -0.20 0.07 0.05
H -1.12 0.24 -2.02 0.14
H 2.09 -0.41 -0.66 0.08
C -0.97 -0.41 -1.04 -0.18
H -2.81 -1.63 -0.76 0.06
H -0.51 -1.28 -1.43 0.06
S 5.31 0.26 -0.46 0.70
H 1.12 -1.17 0.66 0.09
F 4.54 -0.71 0.75 -0.58
H -0.84 2.42 -0.19 0.06
```

***

10.
DFT (wB97M-V/def2-TZVPD) results for a structure of composition C5H11I2N in a non-equilibrium geometry.

Summary:
Orbital gap   8.781 eV
Charge   0
Maximum force   4.1 eV/Å
HOMO energy   -9.00 eV

The geometry in XYZ format:
```
19
Properties=species:S:1:pos:R:3:lowdin_charge:R:1
N 0.89 -0.73 -1.30 -0.58
H -0.07 -1.59 -2.83 0.01
C -0.28 -1.11 1.25 -0.07
C 0.76 0.55 -0.45 -0.79
H -0.85 -0.15 -2.54 0.03
C -0.34 -0.95 -2.12 -0.20
I 0.25 2.48 -1.44 0.76
H -0.74 -1.11 2.29 0.10
C -0.30 1.27 1.75 -0.16
C -0.37 0.27 0.59 -0.52
H -1.34 0.51 0.25 0.09
H -0.64 -1.80 0.58 0.03
H -0.90 1.10 2.68 0.07
I 2.59 -0.38 -2.45 0.81
H 1.68 0.51 0.22 0.09
H -1.15 -1.39 -1.62 0.07
H 0.69 1.50 2.22 0.09
H 0.77 -1.32 1.56 0.10
H -0.65 2.35 1.36 0.07
```

***

11.
DFT (wB97M-V/def2-TZVPD) results for the ion C5H11IN with charge +1 in a non-equilibrium geometry.

Summary:
Orbital gap   9.850 eV
SMILES   C[NH2+][C@@]1(C)C[C@H]1I
Charge   +1
Maximum force   4.0 eV/Å
HOMO energy   -13.17 eV

The geometry in XYZ format:
```
18
Properties=species:S:1:pos:R:3:lowdin_charge:R:1
C 0.34 -0.06 -0.42 -0.51
H 0.85 1.84 -1.60 0.15
H 0.09 -1.60 1.04 0.19
H -1.16 -1.52 -0.74 0.10
H 1.10 -0.21 1.66 0.17
H -1.90 -0.02 1.34 0.12
H 0.97 1.84 0.22 0.12
C 1.06 1.23 -0.68 -0.12
C -0.66 -0.66 -1.27 -0.04
H -0.91 -0.48 2.75 0.10
C 1.82 0.01 -1.01 -0.63
H -0.20 -1.14 -2.22 0.13
H 1.85 -0.23 -2.10 0.10
H -0.69 1.15 2.04 0.12
N 0.30 -0.57 1.00 0.03
I 3.57 -0.64 0.09 0.86
C -0.86 0.07 1.80 -0.01
H -1.47 -0.03 -1.69 0.11
```

***

12.
DFT (wB97M-V/def2-TZVPD) results for a cluster of 2 separate species, C5H11IN in total in a non-equilibrium geometry.

Summary:
Orbital gap   9.894 eV
Charge   +1
Maximum force   4.7 eV/Å
HOMO energy   -13.26 eV

The geometry in XYZ format:
```
18
Properties=species:S:1:pos:R:3:lowdin_charge:R:1
C -0.12 -0.67 0.33 -0.03
H -0.95 -0.82 1.01 0.10
H 0.22 2.50 1.36 0.11
I -0.59 0.45 -2.84 1.00
H 0.17 1.10 -0.60 0.02
H 2.23 0.22 1.33 0.12
H -1.99 -2.85 -0.86 0.07
C -1.81 -2.14 -1.64 -0.08
C -0.16 1.49 1.40 0.01
H 2.28 1.67 0.32 0.11
H 0.09 1.05 2.37 0.12
H -1.25 1.51 1.29 0.12
H 0.61 -1.46 0.34 0.10
N 0.43 0.66 0.33 -0.30
H -2.28 -2.35 -2.60 0.07
C 1.90 0.66 0.39 0.00
C -1.06 -1.09 -1.51 -0.65
H 2.30 0.07 -0.43 0.11
```

***

13.
DFT (wB97M-V/def2-TZVPD) results for a cluster of 2 separate species, C5H11IOS in total in a non-equilibrium geometry.

Summary:
Orbital gap   8.045 eV
Charge   0
Maximum force   3.4 eV/Å
HOMO energy   -8.17 eV

The geometry in XYZ format:
```
19
Properties=species:S:1:pos:R:3:lowdin_charge:R:1
H 1.18 -2.75 0.98 0.07
H 0.83 -0.14 -1.28 0.11
H -2.74 1.34 0.44 0.08
H -1.32 1.23 1.67 0.11
H -2.21 -0.28 0.99 0.08
H 0.45 2.08 0.50 0.01
H -1.43 0.46 -1.37 0.16
H 0.62 1.93 -1.38 0.10
C 0.24 -0.36 -0.36 -0.32
H 1.63 -2.47 -0.80 0.12
O -0.22 -1.60 0.00 -0.19
C -1.86 0.77 0.76 -0.07
I 3.77 0.30 0.09 0.28
C -0.86 0.65 -0.42 -0.44
C -0.11 2.01 -0.45 -0.14
C 0.73 -2.64 -0.04 -0.14
H 0.07 -3.66 -0.30 0.14
S 1.88 0.08 1.42 -0.07
H -0.66 3.05 -0.47 0.11
```